Record 1
DFT (ωB97M-V/def2-TZVPD) results for an isolated molecule of CH3NO2S2 in a non-equilibrium geometry.

Structure (SMILES)   NS(=O)(=O)C=S

Structure (XYZ):
```
9
CH3NO2S2, DFT ωB97M-V/def2-TZVPD
N 1.16874 0.32924 0.63932
O -0.53713 -1.46147 1.18754
H 1.12574 1.30012 1.09351
S 0.06688 -0.76076 0.06891
C -1.18462 0.27526 -0.63941
H -1.40248 0.19358 -1.75550
O 0.85544 -1.50089 -0.84978
H 1.94105 0.31922 -0.04241
S -2.03363 1.30569 0.29782
```

---

Record 2
DFT (ωB97M-V/def2-TZVPD) results for a cluster of 2 separate species, CH3NO3 in total in a non-equilibrium geometry.

Structure (XYZ):
```
8
CH3NO3, DFT ωB97M-V/def2-TZVPD
N 1.86492 -0.12690 -0.12548
O 2.26163 -1.16265 0.39080
O 2.38676 0.44307 -1.02682
H -0.00007 1.11545 0.01648
O -0.85777 -1.50713 -0.33850
H -0.31186 -2.11981 0.27255
C 0.73746 0.47851 0.52632
H 0.67923 0.31774 1.49621
```

---

Record 3
DFT (ωB97M-V/def2-TZVPD) results for an isolated molecule of CH3NO3S in a non-equilibrium geometry.

Structure (SMILES)   O=S1(=O)N[C@H]1O

Structure (XYZ):
```
9
CH3NO3S, DFT ωB97M-V/def2-TZVPD
H 0.87028 -0.90523 1.04502
S -0.75434 0.74810 1.86816
H -1.46320 0.52032 -0.27106
O -1.39153 2.04378 1.70983
H 0.21439 1.39946 -0.57200
O 0.86893 0.77138 -0.26763
N -1.12628 -0.23977 0.47346
C 0.32221 0.04316 0.65252
O -0.88466 0.12622 3.12396
```

---

Record 4
DFT (ωB97M-V/def2-TZVPD) results for a cluster of 2 separate species, CH3NO3S in total in a non-equilibrium geometry.

Structure (SMILES)   O=CS.O=NO

Structure (XYZ):
```
9
CH3NO3S, DFT ωB97M-V/def2-TZVPD
H -1.79847 0.73277 2.39289
O 0.91377 0.33293 -2.06216
S -0.05296 -0.76141 2.23561
H 0.99853 0.50778 -1.04707
N 0.17142 -0.81291 -2.14211
H 0.97556 -0.77312 1.27846
C -0.87296 0.69758 1.70585
O 0.12040 -1.33227 -3.17836
O -0.45528 1.40865 0.81690
```

---

Record 5
DFT (ωB97M-V/def2-TZVPD) results for a cluster of 2 separate species, CH3NO3S in total in a non-equilibrium geometry.

Structure (XYZ):
```
9
CH3NO3S, DFT ωB97M-V/def2-TZVPD
O 0.61555 2.05374 -0.01924
H 0.86575 0.62629 1.34939
O 3.63587 -0.49817 -1.15483
H 0.42297 0.28566 -1.60231
H 0.35101 -1.11398 -0.35880
C 0.42271 0.00488 -0.58451
O 3.17375 -0.04374 1.21635
N 0.62471 0.85345 0.35444
S 4.13342 -0.01463 0.13867
```

---

Record 6
DFT (ωB97M-V/def2-TZVPD) results for a cluster of 2 separate species, CH3NO3S in total in a non-equilibrium geometry.

Structure (SMILES)   [O-][N+](O)=S.C=O

Structure (XYZ):
```
9
CH3NO3S, DFT ωB97M-V/def2-TZVPD
H 2.37855 -0.56327 1.60402
H -0.14090 0.90818 -1.10530
C -0.28939 -0.07493 -0.63330
N 3.39531 -0.17198 -0.03726
H -1.10458 -0.71041 -0.87744
O 3.84806 -0.70160 -1.03733
O 2.80647 -1.06298 0.84137
S 3.39052 1.34478 0.40743
O 0.52159 -0.22985 0.24540
```

---

Record 7
DFT (ωB97M-V/def2-TZVPD) results for a cluster of 2 separate species, CH3NO4 in total in a non-equilibrium geometry.

Structure (XYZ):
```
9
CH3NO4, DFT ωB97M-V/def2-TZVPD
O -1.58394 -0.21435 -0.04381
C -0.25517 -0.31755 -0.04220
H 1.20772 -0.44208 1.22054
N 0.43474 0.95938 -0.22742
H -2.05564 -1.07791 -0.09838
O 0.39290 -0.97107 0.96068
O 1.48732 1.06986 0.42926
H 0.48528 -0.84217 -1.41083
O -0.11322 1.83590 -0.78783
```

---

Record 8
DFT (ωB97M-V/def2-TZVPD) results for a cluster of 2 separate species, CH3NO4 in total in a non-equilibrium geometry.

Structure (XYZ):
```
9
CH3NO4, DFT ωB97M-V/def2-TZVPD
H 1.10176 1.42528 -0.93433
O -0.82297 1.71213 -0.14022
O 1.16710 0.41126 -1.07449
C 0.16921 -0.24126 -0.56364
N -0.93863 0.51949 -0.05513
H 0.07066 -1.38550 -0.51817
O -1.85989 -0.06823 0.39232
O 0.70267 -0.71354 1.35139
H 0.41010 -1.65963 1.54227
```

---

Record 9
DFT (ωB97M-V/def2-TZVPD) results for a cluster of 2 separate species, CH3NO4P in total in a non-equilibrium geometry.

Charge   +1

Structure (XYZ):
```
10
CH3NO4P, DFT ωB97M-V/def2-TZVPD
C 1.02168 0.49967 -0.50827
O -1.53121 -0.15598 -1.21142
P -0.61724 0.07772 0.05380
O 3.16952 -0.32934 0.12958
H -1.47874 -1.20192 1.57817
N 4.18546 -0.27106 -0.33019
H -1.46266 2.06339 0.35787
O -0.69984 -1.14952 1.01147
O -1.34298 1.22916 0.81777
H -1.24399 -0.76212 -1.89879
```

---

Record 10
DFT (ωB97M-V/def2-TZVPD) results for a cluster of 2 separate species, CH3NOP2 in total in a non-equilibrium geometry.

Structure (XYZ):
```
8
CH3NOP2, DFT ωB97M-V/def2-TZVPD
C 2.67404 1.36640 -1.07756
N 0.05425 -2.01895 -0.02005
O 2.08861 0.66679 -0.33272
H -1.02190 0.07228 -0.45652
H 3.35601 0.94583 -2.01284
P 1.55261 -1.91218 0.16512
H -1.81855 -1.94477 -1.22750
P -1.42846 -1.24783 0.00391
```

---

Record 11
DFT (ωB97M-V/def2-TZVPD) results for an isolated molecule of CH3NOS in a non-equilibrium geometry.

Structure (XYZ):
```
7
CH3NOS, DFT ωB97M-V/def2-TZVPD
H 0.53089 1.17182 1.29574
C 0.72818 0.73614 0.32887
S -0.38120 -0.59450 -0.13272
N -1.79959 -0.05878 -0.39320
O -0.21768 -1.72359 0.74474
H 0.97182 1.42060 -0.46575
H 0.16759 -0.95169 -1.37768
```

---

Record 12
DFT (ωB97M-V/def2-TZVPD) results for a cluster of 2 separate species, CH3NOS in total in a non-equilibrium geometry.

Structure (XYZ):
```
7
CH3NOS, DFT ωB97M-V/def2-TZVPD
O -2.60864 -0.61729 -0.05221
C -0.34776 0.18422 -0.49969
H -0.64877 0.79858 -1.29596
H 1.31776 -0.31441 1.07567
H 2.17605 0.07595 -0.25951
N 1.46220 0.39079 0.41841
S -1.35084 -0.51784 0.61329
```

---

Record 13
DFT (ωB97M-V/def2-TZVPD) results for a cluster of 2 separate species, CH3NOS2 in total in a non-equilibrium geometry.

Structure (SMILES)   N=C=S.OS

Structure (XYZ):
```
8
CH3NOS2, DFT ωB97M-V/def2-TZVPD
S 0.62393 -0.51100 -1.47133
C -0.49985 1.19821 1.14078
N 0.68526 1.33211 1.06151
H 1.41384 0.89018 0.53966
O -0.23029 -1.22538 -0.23989
H -1.15474 -1.32913 -0.48590
H 1.19133 -1.64151 -1.94214
S -2.02948 1.28653 1.39730
```

---

Record 14
DFT (ωB97M-V/def2-TZVPD) results for an isolated molecule of CH3NOSi in a non-equilibrium geometry.

Structure (SMILES)   N#C[SiH2]O

Structure (XYZ):
```
7
CH3NOSi, DFT ωB97M-V/def2-TZVPD
H -0.13943 1.94578 0.70171
O -0.09049 1.33570 -0.00606
H 0.12510 -0.31912 -1.53506
C 2.46994 -0.04118 0.10758
N 3.59657 -0.04403 0.09512
H 0.42918 -0.92063 1.10683
Si 0.61307 -0.11074 -0.09902
```

---

Record 15
DFT (ωB97M-V/def2-TZVPD) results for a cluster of 2 separate species, CH3NOSi in total in a non-equilibrium geometry.

Structure (XYZ):
```
7
CH3NOSi, DFT ωB97M-V/def2-TZVPD
N -2.77378 -0.52463 0.05423
O 1.57325 -0.92345 0.01818
C -2.39657 0.23112 -0.69046
H 2.35514 0.84271 1.66732
H 0.57279 -0.69175 0.15847
H -2.08117 0.87552 -1.47982
Si 2.75033 0.19049 0.27207
```

---

Record 16
DFT (ωB97M-V/def2-TZVPD) results for a cluster of 2 separate species, CH3NP2 in total in a non-equilibrium geometry.

Structure (XYZ):
```
7
CH3NP2, DFT ωB97M-V/def2-TZVPD
C 0.47496 -0.11215 -1.84445
P 0.66803 -0.22110 1.15216
H 0.37239 0.04317 2.56240
H 0.49320 1.16534 0.70321
P -1.08616 -1.20833 0.28143
N 0.97068 0.43866 -2.71325
H -1.89311 -0.10560 -0.14150
```

---

Record 17
DFT (ωB97M-V/def2-TZVPD) results for a structure of composition CH3NS2 in a non-equilibrium geometry.

Structure (XYZ):
```
7
CH3NS2, DFT ωB97M-V/def2-TZVPD
H -0.89361 0.90245 1.95407
N 0.13947 -0.38830 -0.52854
H 0.72703 -0.99659 -1.09667
S 1.37502 0.34338 0.92938
H -0.06180 0.46102 -1.03161
S 0.83046 1.43453 3.47831
C 0.22381 0.91288 2.07390
```

---

Record 18
DFT (ωB97M-V/def2-TZVPD) results for a cluster of 2 separate species, CH3NS2 in total in a non-equilibrium geometry.

Structure (XYZ):
```
7
CH3NS2, DFT ωB97M-V/def2-TZVPD
N -0.21961 -0.70617 0.65847
H -0.45672 -1.28825 -0.12136
H -1.24126 -0.52525 1.11144
S -1.17744 1.37368 -0.93320
S -0.44677 3.87380 -1.14285
C -0.00289 2.46477 -0.58780
H 1.04073 2.34852 -0.14115
```

---

Record 19
DFT (ωB97M-V/def2-TZVPD) results for an isolated molecule of CH3NSSi in a non-equilibrium geometry.

Structure (SMILES)   N#C[SiH2]S

Structure (XYZ):
```
7
CH3NSSi, DFT ωB97M-V/def2-TZVPD
H -0.19185 -0.11627 -1.12994
H 0.08691 -1.93465 0.20612
C 2.41444 0.68877 0.04339
H 0.17350 0.04846 1.27563
Si 0.84583 -0.01693 0.00448
S 1.17254 -2.26976 0.01036
N 3.50223 0.96388 -0.04597
```

---

Record 20
DFT (ωB97M-V/def2-TZVPD) results for a cluster of 2 separate species, CH3NSSi in total in a non-equilibrium geometry.

Structure (XYZ):
```
7
CH3NSSi, DFT ωB97M-V/def2-TZVPD
Si 1.76618 0.00345 -0.02333
S -3.78961 0.07321 0.23828
H 2.00152 -1.44182 0.06522
N -0.97833 -0.04567 -0.01417
H 1.24018 0.51135 -1.44962
C -2.12983 -0.02583 0.08570
H 1.88990 0.92532 1.09792
```

---

The evaluated energy above the lowest of the compared OMol25 structures with the same formula, charge and spin for the records listed, in turn: 1.370 6.293 3.100 3.318 3.310 4.748 3.217 3.749 4.999 2.584 7.167 4.832 0.578 0.087 2.251 3.111 1.718 4.457 1.844 3.677 eV.